Run a
Density functional theory data (ωB97M-V/def2-TZVPD) for C23H29NO4 in the gas phase.

Atoms and positions in Å:
1 O 1.067 0.842 -1.560
2 O -1.136 -0.537 0.713
3 O 2.817 1.653 2.403
4 O -1.160 -2.524 -0.327
5 N 3.111 -1.971 -0.576
6 C 1.421 -0.093 0.678
7 C 1.757 -2.242 -0.542
8 C 5.190 -0.947 0.190
9 C 5.017 0.924 1.818
10 C -4.416 -0.203 -1.062
11 C -5.464 -0.385 0.040
12 C 0.304 2.900 -1.205
13 C -3.025 0.213 -0.579
14 C 0.632 1.979 -2.154
15 C 0.585 2.025 -3.640
16 C 0.916 -1.397 0.093
17 C 3.499 0.905 1.728
18 C 1.388 -3.510 -1.238
19 C -5.388 0.637 1.176
20 C 0.545 2.287 0.050
21 C -2.966 0.281 1.964
22 C -2.568 -0.486 0.706
23 C -4.451 0.200 2.303
24 C -0.541 -1.581 0.122
25 C 5.674 0.459 0.527
26 C 1.006 1.036 -0.221
27 C 2.928 -0.090 0.834
28 C 3.692 -0.973 0.156
29 H 1.837 -4.361 -0.726
30 H -2.391 -0.119 2.802
31 H -6.449 -0.332 -0.429
32 H -2.305 -0.021 -1.367
33 H 1.758 -3.491 -2.263
34 H -2.981 1.291 -0.419
35 H -0.067 3.890 -1.377
36 H -2.943 -1.517 0.729
37 H 5.333 1.933 2.086
38 H 5.301 0.260 2.641
39 H 1.582 1.896 -4.060
40 H -4.762 0.556 -1.767
41 H -6.387 0.755 1.603
42 H -4.628 0.833 3.176
43 H 0.968 0.098 1.657
44 H 6.760 0.469 0.629
45 H 5.400 1.138 -0.283
46 H 0.410 2.714 1.022
47 H -4.335 -1.145 -1.609
48 H 5.545 -1.651 0.951
49 H -2.667 1.323 1.833
50 H 5.589 -1.272 -0.775
51 H -5.082 1.609 0.789
52 H -0.047 1.226 -4.025
53 H 0.311 -3.633 -1.246
54 H -5.372 -1.385 0.469
55 H -4.701 -0.825 2.587
56 H 3.706 -2.625 -1.063
57 H 0.186 2.982 -3.963

Summary:
- Highest occupied orbital energy: -7.77 eV
- SMILES: CC1=C(C(=O)OC2CCCCCC2)[C@H](c2ccc(C)o2)C2=C(CCCC2=O)N1
- Frontier orbital gap: 8.328 eV



Run b
Density functional theory data (ωB97M-V/def2-TZVPD) for C23H29NO4 in the gas phase.

Atoms and positions in Å:
1 O -3.809 -0.654 0.882
2 O -0.272 0.861 1.652
3 O 2.762 1.517 -0.525
4 O 4.224 -0.767 0.373
5 N -1.244 -1.508 -2.931
6 C 1.225 -1.143 -2.499
7 C 0.178 4.445 1.644
8 C 1.548 0.108 -1.997
9 C -1.488 -2.740 -2.219
10 C -0.452 2.153 2.034
11 C -3.181 -1.776 0.292
12 C -1.136 -0.133 2.173
13 C -1.364 3.913 3.391
14 C 2.926 -2.109 -1.091
15 C 1.934 -2.248 -2.040
16 C -0.920 -1.418 1.375
17 C 4.661 0.554 0.597
18 C 0.273 3.108 1.317
19 C -1.685 -1.515 0.037
20 C -1.863 -0.390 -2.255
21 C -1.275 2.567 3.076
22 C -0.642 4.856 2.684
23 C -1.100 -2.714 -0.734
24 C 2.525 0.259 -1.022
25 C 3.228 -0.859 -0.567
26 C 0.085 -1.306 -3.481
27 C 3.465 1.498 0.698
28 C -1.487 -0.230 -0.778
29 H -1.846 1.851 3.647
30 H 0.151 -1.489 1.170
31 H -0.717 5.902 2.939
32 H 3.486 -2.960 -0.734
33 H -1.609 0.526 -2.794
34 H -3.672 -2.015 -0.660
35 H -4.753 -0.831 0.949
36 H 0.290 -2.168 -4.125
37 H 0.899 2.777 0.504
38 H -0.443 0.063 -0.697
39 H 1.040 0.995 -2.343
40 H -1.425 -3.646 -0.264
41 H -2.948 -0.532 -2.340
42 H 3.782 2.523 0.891
43 H -2.008 4.221 4.203
44 H -1.200 -2.268 2.001
45 H 0.743 5.172 1.081
46 H 5.309 0.879 -0.230
47 H -2.559 -2.957 -2.316
48 H -2.098 0.564 -0.348
49 H -0.888 -0.315 3.229
50 H 2.799 1.159 1.504
51 H -0.014 -2.664 -0.665
52 H 0.027 -0.416 -4.115
53 H -2.179 0.189 2.102
54 H 1.712 -3.229 -2.435
55 H -0.945 -3.547 -2.718
56 H -3.282 -2.651 0.953
57 H 5.235 0.538 1.526

Summary:
- Highest occupied orbital energy: -7.85 eV
- SMILES: OCC1(CCOc2ccccc2)CCN(Cc2ccc3c(c2)OCCO3)CC1
- Frontier orbital gap: 8.534 eV



It is run a that is the most stable of them.



Run a
Density functional theory data (ωB97M-V/def2-TZVPD) for a molecular structure, C30H59ClP2Si2V.

Atoms and positions in Å:
1 V -0.324 -0.135 -0.085
2 Cl 3.483 -0.685 1.355
3 P -0.366 0.170 2.963
4 P 1.378 -1.049 -2.382
5 Si -1.310 -0.144 -3.510
6 Si -3.074 1.056 1.847
7 C -3.017 -0.829 -3.824
8 C 0.457 -5.637 0.219
9 C -2.214 0.349 -0.814
10 C 2.394 -3.374 -3.667
11 C 2.681 -2.371 -2.549
12 C -2.172 -0.030 3.122
13 C 1.425 2.310 3.321
14 C 0.405 -0.746 4.400
15 C 2.095 -4.651 1.834
16 C 2.213 0.366 -3.305
17 C 0.628 -4.654 1.380
18 C -0.612 -1.256 5.414
19 C -1.215 0.606 -1.797
20 C 2.712 -0.043 -4.691
21 C -1.930 1.096 0.367
22 C -0.259 -5.103 2.544
23 C 2.806 -3.084 -1.209
24 C -0.509 2.220 4.947
25 C -0.053 1.946 3.515
26 C -0.743 1.886 0.089
27 C -4.721 0.320 1.358
28 C -0.038 -2.162 0.556
29 C 3.343 0.972 -2.463
30 C -0.004 -1.525 -3.482
31 C -3.314 2.783 2.500
32 C -0.883 1.139 -4.792
33 C 1.221 -1.903 3.828
34 C 0.247 -3.300 0.934
35 C 2.207 0.354 0.667
36 C -0.311 1.590 -1.226
37 H 1.917 -0.428 -5.342
38 H 3.956 1.624 -3.100
39 H -1.314 -5.023 2.265
40 H -0.564 -5.577 -0.175
41 H -1.105 -0.455 5.972
42 H 1.402 -3.829 -3.544
43 H 2.749 -4.313 1.024
44 H -2.406 3.396 2.498
45 H -3.297 -1.583 -3.077
46 H -5.198 0.949 0.592
47 H 3.135 0.847 -5.177
48 H 3.294 -2.454 -0.456
49 H 0.336 -1.772 -4.501
50 H 3.511 -0.794 -4.624
51 H -3.056 -1.287 -4.821
52 H 1.418 1.116 -3.419
53 H 0.077 1.641 5.672
54 H 1.816 -3.339 -0.813
55 H -0.659 2.549 2.824
56 H 1.518 -2.586 4.637
57 H -0.593 0.648 -5.729
58 H 1.094 -0.038 4.890
59 H -1.574 2.018 5.110
60 H 1.672 2.482 2.268
61 H 2.453 -2.932 -4.670
62 H 2.593 1.378 0.567
63 H 1.158 -5.416 -0.594
64 H -0.338 3.284 5.158
65 H -1.376 -1.868 4.922
66 H -2.530 0.184 4.142
67 H -3.041 -0.346 -0.933
68 H -0.088 -1.886 6.142
69 H 1.938 -0.083 -0.325
70 H 3.144 -4.174 -3.618
71 H -0.038 -6.147 2.799
72 H -4.610 -0.694 0.952
73 H 2.101 1.532 3.706
74 H -5.382 0.283 2.234
75 H 2.231 -3.972 2.681
76 H -1.790 1.730 -4.979
77 H 2.400 -5.658 2.139
78 H 4.004 0.205 -2.035
79 H -2.413 -1.082 2.888
80 H 0.640 -6.661 0.569
81 H 2.959 1.588 -1.641
82 H 1.640 3.239 3.865
83 H -0.079 -4.488 3.433
84 H -0.314 2.640 0.740
85 H 0.492 2.092 -1.755
86 H -3.759 -0.019 -3.790
87 H 3.627 -1.849 -2.759
88 H -3.714 2.739 3.521
89 H -0.088 1.828 -4.489
90 H -4.057 3.276 1.858
91 H -0.482 -2.424 -3.053
92 H 3.392 -4.005 -1.323
93 H 0.634 -2.453 3.087
94 H 2.127 -1.555 3.314
95 H 1.340 0.302 1.368

Summary:
- Multiplicity: 2
- Highest occupied orbital energy (spin up / spin down): -6.88 / -6.36 eV
- Frontier orbital gap (spin up / spin down): 7.429 / 6.904 eV



Run b
Density functional theory data (ωB97M-V/def2-TZVPD) for a molecular structure, C30H59ClP2Si2V.

Atoms and positions in Å:
1 V 0.077 0.009 -0.710
2 Cl 1.449 2.742 2.320
3 P -2.217 1.716 -0.075
4 P 2.650 -0.986 0.039
5 Si -2.966 0.364 -2.691
6 Si 2.064 -2.404 -2.567
7 C 3.494 -2.079 -3.707
8 C -1.099 0.217 -2.499
9 C -0.894 -1.367 2.137
10 C 0.933 -0.903 -2.452
11 C -0.619 -0.907 1.023
12 C 1.194 0.521 -2.487
13 C -4.517 2.068 1.539
14 C -0.505 -0.617 4.412
15 C -0.474 -1.051 -2.447
16 C 0.975 1.704 0.217
17 C 1.144 -3.885 -3.205
18 C 4.254 1.338 -0.345
19 C 2.591 -2.617 -0.776
20 C 2.393 -0.984 2.796
21 C -3.405 1.704 -3.900
22 C 3.413 -1.281 1.708
23 C -2.278 1.702 2.708
24 C -1.069 4.283 -0.506
25 C 4.105 -0.112 -0.829
26 C 4.026 -2.674 1.830
27 C -3.508 0.747 -0.936
28 C -2.635 -1.775 3.822
29 C -3.689 -1.225 -3.321
30 C -2.196 3.375 -1.020
31 C -3.562 4.056 -0.936
32 C -1.126 -1.721 3.535
33 C -0.036 1.199 -2.518
34 C 5.398 -0.909 -0.639
35 C -3.013 2.308 1.520
36 C -0.441 -3.052 3.848
37 H -5.035 2.722 0.827
38 H 3.468 2.001 -0.728
39 H 3.540 -3.169 -0.712
40 H 4.354 -2.826 2.865
41 H -0.608 -0.836 5.482
42 H 1.827 -3.211 -0.244
43 H -3.481 -2.081 -2.669
44 H -1.054 4.356 0.593
45 H -0.072 3.952 -0.820
46 H -1.991 3.104 -2.066
47 H 0.284 -4.156 -2.583
48 H -0.638 -3.784 3.062
49 H -3.610 -0.198 -0.372
50 H -4.376 3.431 -1.324
51 H -2.807 1.950 3.638
52 H -3.799 4.352 0.095
53 H 6.188 -0.413 -1.219
54 H 0.552 -0.496 4.159
55 H 3.834 -0.113 -1.897
56 H 1.833 -4.737 -3.252
57 H 4.203 -0.520 1.802
58 H -1.259 2.153 2.744
59 H -4.775 -1.103 -3.418
60 H 3.135 -2.285 -4.724
61 H 5.214 1.730 -0.710
62 H -4.452 2.000 -3.758
63 H 1.433 -1.489 2.599
64 H 1.710 1.057 0.732
65 H 4.904 -2.818 1.187
66 H -2.196 0.604 2.593
67 H 5.325 -1.944 -1.003
68 H 0.008 1.979 0.681
69 H -3.276 -1.436 -4.317
70 H -3.304 1.264 -4.902
71 H -4.781 1.027 1.323
72 H -4.495 1.236 -0.934
73 H -0.829 -3.438 4.798
74 H 0.787 -3.676 -4.221
75 H -3.532 4.968 -1.545
76 H 4.314 -2.775 -3.488
77 H 3.299 -3.460 1.593
78 H -3.035 -0.749 3.843
79 H 2.165 0.978 -2.557
80 H -2.828 -2.249 4.795
81 H 2.796 -1.323 3.766
82 H 2.222 0.107 2.859
83 H -4.874 2.300 2.547
84 H -2.785 3.386 1.557
85 H 0.646 -2.924 3.907
86 H 1.400 2.451 -0.430
87 H 4.249 1.417 0.754
88 H -0.994 -1.994 -2.380
89 H -0.167 2.263 -2.613
90 H 5.711 -0.918 0.414
91 H -1.215 5.295 -0.910
92 H -3.147 -2.337 3.033
93 H 3.877 -1.055 -3.683
94 H -2.769 2.593 -3.854
95 H -1.002 0.334 4.195

Summary:
- Multiplicity: 2
- Highest occupied orbital energy (spin up / spin down): -6.56 / -6.42 eV
- Frontier orbital gap (spin up / spin down): 6.485 / 6.481 eV



It is run a that is the most stable of them.



Run a
Density functional theory data (ωB97M-V/def2-TZVPD) for C11H22N4O4 in the gas phase.

Atoms and positions in Å:
1 O -0.470 -3.893 -2.016
2 O 0.964 -1.735 1.786
3 O 4.323 2.355 0.914
4 O 1.210 -3.443 -0.440
5 N -4.792 0.709 -3.433
6 N 5.093 1.551 2.862
7 N 0.233 -0.904 -0.247
8 N 1.332 1.467 0.250
9 C -1.823 -1.577 -1.262
10 C -2.553 -0.618 -0.454
11 C -0.711 -2.016 -0.589
12 C -3.341 0.424 -2.836
13 C 1.691 0.287 1.072
14 C 2.543 2.113 2.600
15 C 0.833 -0.817 0.874
16 C -3.518 0.028 -1.319
17 C 0.097 -3.237 -1.138
18 C 3.981 2.072 2.096
19 C 1.888 0.776 2.491
20 H -2.731 -0.191 -3.412
21 H -4.419 -0.511 -1.555
22 H -1.951 0.214 -0.043
23 H -2.603 1.372 -2.903
24 H 2.191 2.840 1.723
25 H 2.412 0.201 3.189
26 H 1.013 0.930 3.068
27 H 0.345 -0.116 -0.926
28 H -2.424 -2.428 -1.892
29 H 0.719 2.259 0.554
30 H 5.941 1.260 2.395
31 H -3.049 -1.356 0.414
32 H -4.930 1.780 -3.069
33 H 0.965 -2.972 0.398
34 H -4.651 0.557 -4.518
35 H -3.888 1.039 -0.921
36 H 2.166 1.775 -0.307
37 H 2.503 2.409 3.616
38 H 5.151 1.011 3.778
39 H 2.640 -0.058 0.755
40 H -0.913 -2.584 0.570
41 H -1.466 -0.972 -2.127

Summary:
- Highest occupied orbital energy: -9.66 eV
- SMILES: NCCCC[C@H](NC(=O)[C@@H](N)CCC(N)=O)C(=O)O
- Frontier orbital gap: 10.052 eV



Run b
Density functional theory data (ωB97M-V/def2-TZVPD) for C11H22N4O4 in the gas phase.

Atoms and positions in Å:
1 O -0.184 -1.431 1.989
2 O -0.761 3.210 0.496
3 O 2.972 -1.748 1.569
4 O 2.227 -0.477 3.203
5 N -1.339 -3.417 0.367
6 N 0.691 -0.421 0.162
7 N -1.788 3.047 2.629
8 N 1.376 0.837 -2.116
9 C -0.768 -2.263 -0.208
10 C -0.058 -1.340 0.779
11 C -0.363 -0.668 -3.231
12 C -1.764 -1.327 -1.023
13 C 2.305 -0.622 2.009
14 C 0.044 0.753 -2.767
15 C 1.442 1.673 1.379
16 C -1.762 -1.211 -2.600
17 C 1.799 0.308 0.910
18 C 0.158 1.743 2.200
19 C -0.750 2.773 1.657
20 H 2.536 0.259 0.106
21 H 0.334 -1.221 -2.685
22 H -0.741 1.137 -2.062
23 H -1.391 2.889 3.538
24 H -2.854 -1.629 -0.813
25 H -2.353 3.935 2.693
26 H 2.120 2.037 2.090
27 H -1.886 -2.262 -2.948
28 H 1.364 2.482 0.662
29 H 0.027 1.582 -3.556
30 H -0.339 -0.627 -4.316
31 H 1.331 1.258 -1.170
32 H 3.346 -2.153 2.363
33 H -1.595 -3.223 1.422
34 H -0.017 -2.579 -0.943
35 H 2.200 1.170 -2.597
36 H -0.393 0.846 2.080
37 H -1.614 -0.313 -0.757
38 H 1.004 -0.659 -0.771
39 H -2.661 -0.634 -2.917
40 H -2.202 -3.644 -0.148
41 H 0.306 1.931 3.329

Summary:
- Highest occupied orbital energy: -9.23 eV
- SMILES: NCCCC[C@H](N)C(=O)N[C@@H](CCC(N)=O)C(=O)O
- Frontier orbital gap: 9.987 eV



It is run b that is the most stable of them.